(1)
A 2-piece molecular cluster, C3H5NO overall. Source: the OMol25 dataset; level of theory: ωB97M-V with the def2-TZVPD basis set.

Structure (XYZ):
```
10
Properties=species:S:1:pos:R:3
C 0.26 0.34 -0.69
C -0.40 -0.35 0.36
C -0.29 -1.67 0.58
H -0.06 2.12 0.37
H 1.02 2.43 -0.97
H -0.89 0.15 1.21
H -0.66 -2.08 1.60
H 0.21 -2.34 -0.12
N -0.15 1.66 -0.77
O 0.94 -0.27 -1.57
```

Computed properties:
molecular weight: 71.08 g mol⁻¹
energy above the lowest of the compared OMol25 structures with the same formula, charge and spin: 77.6 kcal per mole
energy: -6726.207 eV

***

(2)
C20H26NNaO5PS as an isolated structure. Source: the OMol25 dataset; level of theory: ωB97M-V with the def2-TZVPD basis set.

Structure (XYZ):
```
55
Properties=species:S:1:pos:R:3
Na 1.15 -1.06 0.53
N -0.33 -1.74 3.81
C -1.27 -2.76 3.30
C -1.26 -3.03 1.77
O -2.30 -3.74 1.55
O -0.37 -2.65 0.98
H 0.68 -1.85 3.56
H -0.30 -1.65 4.83
H -2.29 -2.37 3.54
H -1.17 -3.74 3.80
O 1.34 0.77 -2.47
C 0.28 0.95 -1.94
O 0.04 0.62 -0.40
C -1.16 1.38 -2.23
P -1.49 1.26 -0.41
C -1.80 2.95 0.07
C -1.02 3.73 0.92
C -1.48 4.97 1.33
C -2.76 5.45 0.90
C -3.48 4.75 -0.03
C -2.95 3.55 -0.52
C -2.93 0.21 -0.21
C -2.80 -1.21 -0.38
C -3.92 -2.00 -0.18
C -5.16 -1.47 0.22
C -5.28 -0.12 0.36
C -4.17 0.72 0.19
H -1.69 0.65 -2.77
H -1.27 2.38 -2.70
H -0.06 3.37 1.36
H -0.92 5.64 1.98
H -3.21 6.30 1.39
H -4.46 5.14 -0.31
H -3.49 3.02 -1.31
H -1.86 -1.73 -0.62
H -3.77 -3.08 -0.20
H -6.00 -2.13 0.45
H -6.27 0.31 0.62
H -4.21 1.76 0.48
C 7.00 -0.17 -1.37
C 5.94 -0.60 -0.34
S 4.19 -0.54 -1.03
O 3.38 -0.93 0.17
C 4.11 -1.91 -2.27
C 4.26 -3.30 -1.73
H 7.97 -0.64 -1.17
H 7.14 0.94 -1.37
H 6.66 -0.45 -2.41
H 5.83 0.13 0.53
H 6.09 -1.57 0.13
H 4.91 -1.65 -2.98
H 3.12 -1.77 -2.67
H 3.72 -3.50 -0.79
H 5.31 -3.59 -1.54
H 3.79 -4.00 -2.43
```

Computed properties:
molecular weight: 446.46 g mol⁻¹
energy above the lowest of the compared OMol25 structures with the same formula, charge and spin: 116.1 kcal per mole
net charge: -1
energy: -57427.959 eV

***

(3)
One molecule with the formula C5H13N. Source: the OMol25 dataset; level of theory: ωB97M-V with the def2-TZVPD basis set.

Structure (XYZ):
```
19
Properties=species:S:1:pos:R:3
C 0.77 1.36 1.70
C 1.14 0.66 0.38
N -0.09 0.08 -0.16
C -1.00 1.08 -0.70
C 0.07 -1.10 -1.12
C -0.74 -2.18 -0.44
H 1.10 2.35 1.68
H -0.38 1.46 1.86
H 1.04 0.94 2.77
H 1.52 1.54 -0.28
H 2.03 -0.04 0.60
H -0.79 1.61 -1.55
H -1.15 1.72 0.24
H -1.89 0.55 -1.02
H 1.08 -1.61 -1.19
H -0.06 -0.89 -2.23
H -0.79 -1.93 0.66
H -1.73 -2.39 -0.65
H -0.13 -3.21 -0.55
```

Computed properties:
molecular weight: 87.17 g mol⁻¹
energy above the lowest of the compared OMol25 structures with the same formula, charge and spin: 64.4 kcal per mole
energy: -6883.405 eV

***

(4)
C25H16AuBrN4O4 as an isolated structure. Source: the OMol25 dataset; level of theory: ωB97M-V with the def2-TZVPD basis set.

Structure (XYZ):
```
51
Properties=species:S:1:pos:R:3
Au 11.55 15.64 4.83
O 13.20 19.41 5.31
C 12.97 18.25 5.07
N 11.77 17.73 4.93
C 10.67 18.48 4.76
C 10.62 19.81 4.49
C 9.44 20.42 4.20
C 8.22 19.78 4.45
C 8.17 18.47 4.82
C 9.42 17.79 5.07
N 9.46 16.53 5.43
C 8.27 15.93 5.86
O 7.49 16.38 6.66
C 8.02 14.66 5.10
C 7.03 13.74 5.54
C 6.97 12.47 4.92
C 7.81 12.18 3.87
C 8.69 13.27 3.44
N 8.79 14.49 4.01
C 14.09 17.15 5.13
C 15.37 17.58 5.39
C 16.40 16.68 5.33
C 16.10 15.32 5.08
C 14.82 14.98 4.83
N 13.79 15.88 4.90
H 11.56 20.23 4.19
H 9.43 21.38 3.75
H 7.30 20.19 4.15
H 7.22 17.98 5.07
H 6.44 13.99 6.44
H 6.38 11.73 5.38
H 7.96 11.30 3.26
H 9.42 12.86 2.70
H 15.51 18.65 5.55
H 17.43 16.81 5.53
H 16.94 14.62 5.11
H 14.60 13.97 4.63
Br 10.65 6.96 3.68
C 10.87 8.76 4.16
C 11.60 9.62 3.32
C 11.83 10.90 3.78
C 11.31 11.34 4.98
C 10.59 10.54 5.77
C 10.39 9.22 5.35
C 11.29 12.78 5.34
O 10.84 13.08 6.42
O 11.73 13.61 4.43
H 11.89 9.40 2.34
H 12.26 11.65 3.11
H 10.06 11.03 6.60
H 9.89 8.46 6.02
```

Computed properties:
spin multiplicity: 3
molecular weight: 713.30 g mol⁻¹
energy: -114067.792 eV

***

(5)
One molecule with the formula C3H7NS. Source: the OMol25 dataset; level of theory: ωB97M-V with the def2-TZVPD basis set.

Structure (XYZ):
```
12
Properties=species:S:1:pos:R:3
C 1.17 -1.62 0.01
N 1.55 -0.99 1.02
C 0.78 0.54 1.28
S 0.27 1.30 -0.23
C -1.41 0.81 -0.59
H 1.87 -2.49 -0.28
H 0.38 -1.38 -0.71
H -0.14 0.28 1.86
H 1.71 0.97 1.82
H -1.78 1.66 -1.12
H -1.99 0.58 0.30
H -1.29 -0.12 -1.24
```

Computed properties:
molecular weight: 89.16 g mol⁻¹
energy above the lowest of the compared OMol25 structures with the same formula, charge and spin: 48.2 kcal per mole
energy: -15547.555 eV

***

(6)
An isolated ion of composition C10H12N3O and charge +1. Source: the OMol25 dataset; level of theory: ωB97M-V with the def2-TZVPD basis set.

Structure (XYZ):
```
26
Properties=species:S:1:pos:R:3
C -2.05 3.95 -0.27
N -1.62 2.77 -1.08
C -0.53 2.03 -0.50
N -0.37 0.99 -1.47
C 0.63 -0.12 -1.40
O 1.46 0.17 -0.22
C 1.30 -1.04 0.60
C 2.23 -2.22 0.23
C 2.05 -3.53 1.05
C 0.98 -3.56 2.17
C 0.05 -2.35 2.52
C 0.22 -1.04 1.71
C -1.31 1.12 -2.57
N -2.07 2.29 -2.26
H -2.31 3.58 0.79
H -2.91 4.52 -0.76
H -1.14 4.64 -0.15
H 0.05 2.24 0.46
H 1.28 -0.24 -2.33
H 0.03 -1.09 -1.20
H 2.97 -2.09 -0.62
H 2.72 -4.42 0.78
H 0.87 -4.53 2.77
H -0.75 -2.39 3.33
H -0.41 -0.10 1.84
H -1.35 0.40 -3.44
```

Computed properties:
molecular weight: 190.23 g mol⁻¹
energy above the lowest of the compared OMol25 structures with the same formula, charge and spin: 160.3 kcal per mole
net charge: +1
energy: -17069.478 eV

***

(7)
One molecule with the formula CH3ClN2O2. Source: the OMol25 dataset; level of theory: ωB97M-V with the def2-TZVPD basis set.

Structure (XYZ):
```
9
Properties=species:S:1:pos:R:3
N -0.82 0.56 -0.33
C -1.20 0.26 0.97
O -2.14 0.46 1.62
N -0.03 -0.55 1.61
O 0.84 -1.15 0.72
Cl -0.58 -1.72 2.78
H 0.13 0.44 -0.60
H -1.15 1.50 -0.57
H 1.47 -1.67 1.17
```

Computed properties:
molecular weight: 110.50 g mol⁻¹
energy above the lowest of the compared OMol25 structures with the same formula, charge and spin: 4.8 kcal per mole
energy: -20680.754 eV

***

(8)
C21H35NOP2Pb as an isolated structure. Source: the OMol25 dataset; level of theory: ωB97M-V with the def2-TZVPD basis set.

Structure (XYZ):
```
61
Properties=species:S:1:pos:R:3
Pb -0.27 0.51 0.94
P -2.23 -1.55 1.35
P 1.88 2.11 -0.59
N -0.95 0.76 -1.43
H -0.82 -1.15 1.80
C -3.60 -1.11 2.44
H -4.21 -2.01 2.63
H -4.23 -0.33 1.97
H -3.20 -0.73 3.39
C -1.69 -3.18 1.91
H -2.59 -3.79 2.07
H -1.13 -3.07 2.84
H -1.05 -3.62 1.15
C -3.01 -1.84 -0.25
H -3.71 -2.69 -0.14
H -2.24 -2.08 -1.00
H -3.56 -0.95 -0.59
C 2.09 3.86 -0.08
H 2.96 4.36 -0.53
H 2.18 3.86 1.01
H 1.20 4.45 -0.34
C 3.54 1.35 -0.27
H 4.39 1.93 -0.67
H 3.58 0.34 -0.70
H 3.68 1.23 0.80
C 1.77 2.20 -2.43
H 2.44 2.97 -2.85
H 0.73 2.40 -2.71
H 2.01 1.22 -2.86
C -1.85 1.01 -2.27
C -3.81 2.23 -3.27
C -2.97 1.99 -2.19
C -1.82 0.27 -3.52
C -2.65 0.51 -4.59
C -3.66 1.49 -4.47
H -4.59 3.00 -3.22
H -3.06 2.55 -1.25
H -1.03 -0.51 -3.56
H -2.52 -0.06 -5.52
H -4.33 1.69 -5.32
C 1.97 1.27 3.61
O 1.91 1.87 2.52
C 0.66 1.29 4.55
H 0.86 1.03 5.61
H -0.28 0.76 4.23
H 0.49 2.34 4.47
C 2.72 -0.06 3.66
H 3.62 0.33 4.05
H 2.95 -0.53 2.67
H 2.49 -0.86 4.41
C 2.58 -3.27 -1.18
C 2.50 -3.20 0.21
C 1.68 -2.21 0.81
C 1.03 -1.31 0.02
C 1.07 -1.39 -1.36
C 1.87 -2.38 -1.98
H 3.21 -4.07 -1.67
H 3.04 -3.89 0.83
H 1.59 -2.19 1.90
H 0.49 -0.72 -2.00
H 1.89 -2.41 -3.07
```

Computed properties:
molecular weight: 586.67 g mol⁻¹
energy above the lowest of the compared OMol25 structures with the same formula, charge and spin: 4.6 kcal per mole
energy: -49700.295 eV